4
Properties=species:S:1:pos:R:3:forces:R:3 method="wB97M-V/def2-TZVPD" homo_ev=-24.6 energy_ha=-1266.73249 max_force_ha_per_bohr=0.022 gap_ev=9.611 total_charge=+3 e_above_lowest_kcal_mol=0.0
K -0.750645 2.605158 0.344678 -0.48 0.99 0.18
Cl -0.226781 -0.383492 0.086134 -0.08 -0.90 -0.11
Mg -1.318869 -2.391680 0.053449 0.04 0.13 0.04
Li 2.296296 0.170013 -0.484262 0.51 -0.22 -0.11

=====

11
Properties=species:S:1:pos:R:3:forces:R:3 method="wB97M-V/def2-TZVPD" homo_ev=-14.9 energy_ha=-1841.06635 max_force_ha_per_bohr=0.138 gap_ev=8.399 total_charge=+1
K -0.898349 1.780121 1.860995 0.17 0.35 0.48
Cl 2.110092 -0.661291 1.451750 3.36 3.32 3.69
Mg -0.302215 -0.546180 -0.530001 0.11 -0.12 -1.61
O 1.255422 -0.760060 2.583420 -0.53 0.07 1.14
O -3.262676 0.993297 -2.851936 4.50 -2.19 1.94
O -1.121768 0.110229 -2.561429 -1.46 0.44 0.43
O 3.471399 -1.010663 1.705286 -1.59 0.24 -0.31
O -2.484145 0.363349 -0.886745 1.22 -0.28 0.27
O 1.550382 -1.477266 0.472631 -3.34 -3.33 -5.27
O 1.997827 0.705032 0.933473 -0.68 0.46 -0.43
N -2.315968 0.503431 -2.177444 -1.75 1.03 -0.33